{
  "formula": "C4H13N3O",
  "method": "wB97M-V/def2-TZVPD",
  "spin_multiplicity": 2,
  "charge": -1,
  "e_tot_ha": -399.54056,
  "homo_energy_ha": [-0.1158, -0.1154],
  "species": ["C", "N", "C", "N", "C", "C", "O", "N", "H", "H", "H", "H", "H", "H", "H", "H", "H", "H", "H", "H", "H"],
  "xyz": [[-0.548, 0.335, 1.205], [0.975, 0.297, 0.991], [1.280, -0.042, -0.447], [2.264, -1.097, -0.517], [-1.338, 1.035, 0.122], [-1.660, 2.331, 0.114], [1.592, -2.358, 1.670], [-1.914, -0.393, -1.967], [-0.916, -0.701, 1.256], [-0.514, 0.850, 2.171], [1.240, -0.511, 1.570], [0.300, -0.303, -0.954], [1.584, 0.896, -0.855], [1.887, -1.875, 0.106], [3.279, -0.864, -0.388], [-1.659, 0.375, -0.777], [-2.197, 2.684, -0.771], [-1.430, 3.055, 0.894], [1.816, -3.295, 1.727], [-2.646, -0.692, -2.608], [-1.395, 0.272, -2.544]],
  "forces_ev_per_angstrom": [[1.74, 0.07, -0.11], [-1.92, -0.02, -0.76], [-0.01, -0.64, 1.54], [0.05, 0.02, -1.47], [0.38, 0.89, 0.79], [-0.28, -0.53, -0.67], [-0.20, -0.56, 0.13], [0.59, -1.41, -1.85], [0.05, 0.12, 0.36], [-1.19, -0.10, -0.05], [0.26, -0.10, -0.41], [1.17, -0.34, 0.28], [0.59, 0.57, -0.84], [1.13, 0.63, 0.28], [-1.93, -0.05, 0.26], [0.17, 1.06, 1.89], [0.03, 0.27, 0.35], [0.09, -0.24, -0.05], [-0.11, 0.09, 0.18], [-0.84, 0.15, 0.12], [0.23, 0.14, 0.05]]
}


{
  "formula": "C3H8N2O",
  "method": "wB97M-V/def2-TZVPD",
  "spin_multiplicity": 2,
  "charge": 1,
  "e_tot_ha": -303.43165,
  "homo_energy_ha": [-0.5109, -0.5094],
  "species": ["O", "C", "C", "H", "H", "H", "H", "N", "C", "N", "H", "H", "H", "H"],
  "xyz": [[1.547, -0.822, -0.627], [1.275, -1.818, 0.086], [0.092, -2.670, -0.258], [1.828, -1.930, 1.006], [0.623, -3.366, -1.011], [-0.420, -3.137, 0.546], [-0.471, -1.967, -0.726], [0.412, 1.665, 0.238], [-0.729, 2.577, -0.165], [-1.668, 3.038, 0.702], [0.410, 0.771, -0.117], [0.558, 1.480, 1.265], [-0.865, 2.710, -1.253], [-2.590, 3.469, 0.316]],
  "forces_ev_per_angstrom": [[-0.60, -1.88, 1.60], [-0.32, 2.69, -0.99], [3.90, -1.41, -0.46], [0.59, -0.54, 0.37], [-1.50, 0.49, 0.98], [-0.07, -0.71, 0.62], [-2.25, 1.38, -1.92], [-4.32, 4.71, 2.93], [-1.30, -1.21, 1.62], [2.70, -0.56, -1.86], [0.77, -2.79, -2.88], [-0.29, 1.15, -0.78], [0.66, -0.14, 0.50], [2.02, -1.19, 0.27]]
}


{
  "formula": "ClH10O5",
  "method": "wB97M-V/def2-TZVPD",
  "charge": -1,
  "e_tot_ha": -842.50782,
  "homo_energy_ha": -0.2118,
  "species": ["Cl", "O", "H", "H", "O", "H", "H", "O", "H", "H", "O", "H", "H", "O", "H", "H"],
  "xyz": [[0.341, -0.142, 0.110], [1.454, -0.337, -2.909], [1.460, -0.129, -1.955], [0.568, -0.078, -3.185], [-2.990, -1.052, -0.670], [-2.325, -0.551, -0.168], [-3.445, -1.580, -0.007], [2.909, 0.295, 2.070], [2.161, 0.283, 1.433], [2.538, 0.692, 2.863], [-0.994, 2.000, -2.238], [-0.592, 1.742, -1.390], [-0.284, 2.450, -2.709], [-0.587, -1.426, 2.976], [0.214, -1.400, 3.507], [-0.429, -0.766, 2.271]],
  "forces_ev_per_angstrom": [[-0.10, 0.41, 0.20], [0.20, 0.29, 0.00], [-0.23, -0.29, -0.21], [-0.04, -0.06, 0.18], [-0.15, 0.16, 0.23], [0.15, -0.24, -0.29], [0.12, 0.02, 0.00], [-0.18, 0.09, -0.07], [0.15, -0.15, 0.11], [-0.03, 0.02, -0.08], [0.15, 0.19, 0.07], [-0.06, -0.31, -0.11], [-0.01, -0.06, 0.07], [-0.10, 0.36, 0.12], [0.03, -0.03, -0.13], [0.10, -0.43, -0.09]]
}


{
  "formula": "C5H8NS",
  "method": "wB97M-V/def2-TZVPD",
  "charge": 1,
  "e_tot_ha": -647.83864,
  "homo_energy_ha": -0.5579,
  "species": ["C", "C", "C", "C", "C", "N", "S", "H", "H", "H", "H", "H", "H", "H", "H"],
  "xyz": [[1.820, -0.681, -0.213], [0.947, 0.843, 0.234], [-0.091, -0.263, 0.028], [-0.752, -0.280, -1.392], [-1.053, -0.131, 1.287], [0.906, -1.428, 0.125], [2.958, 0.393, -0.481], [0.760, 1.859, -0.340], [1.167, 0.866, 1.268], [-1.597, -0.895, -1.322], [0.077, -0.619, -2.027], [-1.048, 0.683, -1.689], [-1.460, -1.119, 1.494], [-1.947, 0.382, 0.888], [-0.685, 0.388, 2.139]],
  "forces_ev_per_angstrom": [[-0.67, -2.86, 1.05], [-0.82, 3.95, -1.86], [-0.84, 0.66, 0.36], [2.61, -0.30, 1.93], [-1.05, -0.81, -2.84], [0.71, -0.07, -0.80], [-0.12, 0.69, -0.26], [0.59, -2.08, 1.37], [0.53, 0.69, 0.82], [-1.02, -1.25, -0.44], [-0.88, -0.20, -0.40], [-0.42, 1.38, -0.23], [0.42, -0.16, 0.39], [0.46, 0.24, 0.29], [0.50, 0.13, 0.62]]
}